1.
A molecular structure, C42H58Cl4N9PRb. Source: the OMol25 dataset; level of theory: the ωB97M-V functional and the def2-TZVPD basis.

Calculated values
E_LUMO in Eh: -0.0602
HOMO level in eV: -9.61

The geometry in ORCA input format:
```
! RIJCOSX wB97M-V def2-TZVPD def2/J DEFGRID3
* xyz 1 1
H -0.1086 1.7749 -2.0835
H 1.5199 -0.0017 -4.1833
H -4.5253 -3.0500 -1.6803
Cl 3.4813 -3.3797 4.2725
H 2.9074 2.1541 -1.6366
C 3.1498 1.1019 -1.4742
C -0.7830 4.7682 -3.3636
H -1.0786 -2.5596 -0.9475
H 0.9181 2.3012 4.1874
C -2.0891 -2.2037 -3.8780
C 2.8533 2.4398 2.2011
C -4.4667 0.0109 -4.7706
H -0.0579 4.5242 -4.1416
Cl -2.7615 -0.6146 0.9405
H -2.4776 3.8851 1.0120
C 2.4536 -1.1544 -1.9992
N 1.0337 -2.1408 1.9646
H 2.7499 -1.2908 -0.9558
C -5.9776 -0.6153 -1.4391
C 2.4558 4.8463 2.4167
H 5.3057 2.9765 1.5925
C -6.7347 -0.8595 0.8284
C 1.8660 -2.8702 2.2629
H -5.1900 -0.8859 2.3283
C -4.3361 1.9078 -3.3057
H 3.2836 -1.5138 -2.6261
C -4.4068 -0.6692 0.3474
C -2.0160 3.5463 3.0708
H 0.3433 -1.2837 -2.2187
H -0.6964 -3.9919 -1.9182
H 3.5362 4.2440 4.7405
N 3.8900 1.5305 2.1024
H -2.9959 3.8527 3.4146
C -5.0853 0.8069 -5.7304
Cl 4.2611 -3.6829 1.5008
H 4.1951 0.9359 -1.7832
H 2.6044 -0.0616 2.4544
H -2.7884 5.1573 -1.6926
C 2.2576 0.5913 -3.6377
C -1.7180 3.5712 1.7198
H 3.0647 0.9077 -0.4026
C 4.0570 3.7421 3.9213
H -1.1236 -3.5521 -5.2355
H -5.1613 3.7429 -4.0491
H -4.0475 2.3413 -2.3513
C -7.0120 -0.7619 -0.5279
N 0.9821 -2.9282 -1.1186
H -1.7712 4.8145 -3.8307
C -1.8665 -3.4441 -4.4549
H 4.1020 -0.5009 1.6162
H -4.1025 -5.2594 -2.6791
H 5.7281 1.3182 1.1537
H -4.2953 -1.0369 -4.9808
H -0.3522 7.1586 0.1547
H -8.0360 -0.7976 -0.8771
H -0.5039 -4.0294 -0.1506
H 2.9251 -3.7033 -1.3379
H 1.6303 5.0703 3.0979
H 2.0574 4.7323 1.4131
C -2.5935 -4.5481 -4.0249
H -2.4204 -5.5202 -4.4688
H 4.1349 -0.1505 3.3526
C 5.2671 1.9415 1.9247
N -0.2064 3.1446 -0.1607
N 2.2102 0.2696 -2.2193
C 1.1796 -1.9855 -2.2148
H 3.1572 5.6825 2.4253
H 1.8384 -4.6829 -0.3459
H -0.1814 2.3457 -3.7500
N -0.7241 3.7580 -2.3194
H -1.6744 1.9590 -2.8943
H 1.1750 -2.5043 -3.1869
H 2.0276 1.6469 -3.7885
C 2.9257 -3.8081 2.6556
C -0.6761 2.3798 -2.7795
C -0.2978 6.0931 0.3849
C -0.3917 -3.4035 -1.0386
C -0.4637 3.1923 1.2183
H -2.9002 5.9740 -0.1274
H -2.2339 6.8297 -1.5271
H 0.7502 5.8135 0.4142
H -5.3802 0.3704 -6.6766
H 5.8690 1.8422 2.8348
H 1.6599 -4.6810 -2.1129
C -1.0549 3.1088 3.9735
C -4.0860 0.5536 -3.5478
P -3.2405 -0.3533 -2.1894
H -5.8179 2.7622 -6.2261
C -3.7762 -3.1508 -2.4561
H 3.2497 0.3880 -4.0694
C -4.9628 2.6980 -4.2564
C -0.6208 4.0549 -0.9883
C -2.2876 5.8589 -1.0283
C 0.1742 2.6861 3.4979
H -1.2691 3.0698 5.0336
C 1.8974 -4.0547 -1.2375
C -5.4243 -0.8137 1.2747
C -3.0602 -2.0386 -2.8864
Rb -0.0673 0.3147 0.3427
N 1.7045 2.1333 1.6913
H -0.5385 5.7454 -2.9604
C -3.5382 -4.4008 -3.0207
H 4.3511 2.7551 4.2681
H -6.2007 -0.5335 -2.4964
C 0.5000 2.7132 2.1349
Cl 2.2657 -5.4414 2.6495
H -0.7393 5.9307 1.3710
H 4.9545 4.3186 3.6840
C -4.6482 -0.5656 -1.0218
H -7.5377 -0.9690 1.5457
H -1.5106 -1.3453 -4.2081
N 3.1658 3.6369 2.7777
C -5.3347 2.1470 -5.4774
N -0.9606 5.3697 -0.6827
C 3.6710 0.1321 2.3993
*
```

Results of the Löwdin charge analysis, in e, for atoms 1 through 8:
1. H 0.028
2. H 0.088
3. H 0.104
4. Cl 0.650
5. H 0.092
6. C -0.091
7. C -0.045
8. H 0.051



2.
A molecular structure, C42H59BN9O2S2V in a non-equilibrium geometry. Source: the OMol25 dataset; level of theory: the ωB97M-V functional and the def2-TZVPD basis.

Calculated values
⟨S²⟩: 3.7785
E_LUMO (alpha / beta) in Eh: 0.0840 / 0.0856
HOMO level (alpha / beta) in eV: -3.47 / -4.74

The geometry in ORCA input format:
```
! RIJCOSX wB97M-V def2-TZVPD def2/J DEFGRID3
* xyz -1 4
C -13.6515 17.0165 4.8088
N -11.0669 15.4540 8.7061
H -17.8645 14.0033 8.6511
H -16.6053 14.5093 7.5265
H -14.6702 18.6754 7.4002
C -7.9083 15.0372 7.2125
H -15.1920 16.2860 11.6679
H -7.5079 16.7172 9.4605
H -9.9429 12.8879 11.9231
H -14.0863 11.7373 15.0133
H -12.3859 9.3242 12.8988
C -14.6429 16.1440 5.6501
N -14.9672 11.0709 6.8863
H -8.8469 17.8113 9.0490
C -14.0850 12.2032 12.1801
H -13.9614 9.3822 0.5289
C -18.5691 8.7196 8.4337
C -17.3484 13.7236 7.7329
H -10.8260 11.4832 2.6130
S -12.5591 11.4401 8.0588
C -8.8836 16.0776 7.7996
C -16.0942 16.5652 5.3969
H -8.4309 14.3997 10.3070
C -18.6864 11.0047 7.7191
C -8.0847 17.1359 8.6183
C -14.0485 18.4478 10.2072
C -9.3992 14.7262 9.9591
H -11.0746 13.1373 2.8410
H -15.9139 10.6405 13.5804
C -13.6237 9.1268 1.5616
H -9.2564 17.2968 5.9727
H -7.1270 15.4910 6.6328
H -11.7460 7.8106 5.6304
C -9.7744 15.3615 8.7329
C -11.8738 8.8493 3.1840
C -16.6347 12.4064 7.9197
H -11.5329 9.0868 1.0767
C -14.0870 17.3990 9.1352
H -9.4074 10.2784 4.0187
C -13.8123 10.9835 12.9459
O -15.5697 10.4373 9.5811
H -10.2251 15.8500 6.0633
H -11.6807 13.1886 12.0129
H -13.8956 17.0213 3.7044
C -14.5701 9.0386 2.5751
C -16.7217 10.1632 8.9644
C -12.2990 8.7812 5.5856
C -14.3666 14.7031 5.3809
H -12.4638 11.9933 14.3910
H -19.2158 11.8270 7.2280
C -15.1304 14.1314 11.4424
H -14.9612 9.1951 13.5152
C -12.8339 8.8675 4.2191
H -15.0811 14.0312 5.8834
N -10.9716 12.2435 3.2973
H -14.9484 8.9399 4.6821
H -10.5798 17.2309 7.1172
O -10.1276 13.3507 5.1121
H -7.4133 14.4595 8.0171
C -12.7586 10.1530 12.2402
C -17.3644 11.1878 8.1785
C -14.3658 16.4099 7.1022
H -16.6590 15.4266 12.2417
H -20.2517 9.5952 7.3948
C -15.1300 10.1448 13.0215
C -9.3499 11.0986 4.7909
C -10.7080 13.6579 11.8849
C -15.8900 15.4205 11.4441
N -13.4885 12.5362 11.0251
H -13.7727 18.0997 5.0546
N -15.3153 12.3128 7.6011
C -10.1610 12.3410 4.4123
H -7.4218 17.7776 8.0301
C -10.6094 14.3609 10.6168
H -13.3435 14.4203 5.7705
H -12.9808 10.3839 14.9141
C -13.8207 10.5557 7.1657
H -18.0779 13.7126 6.8922
B -13.0870 15.1198 10.2204
C -12.2866 9.0413 1.8676
C -15.1298 13.1817 12.4565
C -13.3182 11.3104 14.3814
C -17.3400 8.9093 8.9976
H -13.1198 9.6915 11.3324
H -15.5029 9.9103 12.0032
N -13.7595 16.0519 9.1836
H -12.6066 16.7077 4.9135
C -14.1792 8.9382 3.8998
H -15.7966 13.2271 13.3266
H -16.7613 16.2136 6.1943
H -13.3878 19.2928 9.8985
H -15.0785 18.9001 10.3931
H -16.4989 16.1513 4.4569
H -9.6805 10.8308 5.8119
H -18.9990 7.7213 8.5109
H -15.6650 9.0562 2.3769
H -8.4349 14.3195 6.5488
H -13.0464 15.8257 11.2315
N -11.6310 14.7484 9.7930
V -14.4123 12.2724 9.2724
H -16.3573 15.6757 10.4834
H -11.5488 9.6063 5.7770
N -14.0756 13.8504 10.5848
C -19.2597 9.7681 7.7987
H -14.3697 14.3963 4.3160
H -10.7913 8.7616 3.4290
H -8.3406 11.4942 4.8507
H -16.2442 17.6425 5.2710
H -11.8891 10.7979 11.9883
H -16.8151 8.1185 9.5732
S -13.4987 8.7716 6.9910
H -10.5885 14.3497 12.7375
H -13.6670 18.0175 11.1876
C -9.7630 16.6409 6.6962
N -13.8736 15.4893 7.9088
C -14.4552 17.6660 7.8063
*
```

Results of the Löwdin charge analysis, in e, for atoms 1 through 8:
1. C -0.044
2. N 0.149
3. H 0.075
4. H 0.049
5. H 0.109
6. C -0.048
7. H 0.085
8. H 0.076



3.
7 unconnected molecules or ions with the total composition C42H59F18IN3O12 in a non-equilibrium geometry. Source: the OMol25 dataset; level of theory: the ωB97M-V functional and the def2-TZVPD basis.

Calculated values
E_LUMO in Eh: -0.1600
HOMO level in eV: -11.79

The geometry in ORCA input format:
```
! RIJCOSX wB97M-V def2-TZVPD def2/J DEFGRID3
* xyz 1 1
H 3.1779 3.5588 0.1426
H 2.4049 5.4740 -0.2482
C 0.9943 -5.7206 -0.1608
C 0.2169 -0.5487 -0.1904
O 0.7186 7.8513 1.4566
F -2.1797 6.1015 -2.6452
H -2.7478 8.2179 7.7083
F 3.2737 -12.6421 -8.5216
O 4.0947 8.9593 9.4520
F 3.1537 8.7179 12.0840
N 0.4623 0.7801 0.3488
O 0.4744 -12.5659 -8.6929
C 1.0338 -4.1959 0.4599
O -0.1684 4.5297 -4.7080
O 1.6769 -9.0505 -2.6573
O 0.6866 -11.6765 -10.7980
H -2.3645 -1.2063 -4.1048
C -3.1840 -4.5659 2.7815
H 0.7692 -8.9515 -6.2720
H -2.5296 -1.1584 4.2377
H 0.1723 1.8720 -1.6265
C 1.6823 7.3657 0.5091
H -1.8712 -0.5803 -1.6370
F 1.1445 8.5799 11.2514
H 0.0964 -6.3630 0.2355
C -1.7946 3.5484 -7.2725
C -0.3927 -3.3586 0.2120
H 0.7548 2.9635 -0.2085
F -0.6960 -6.8083 -2.3208
C -3.8058 5.5326 8.0997
H 0.1466 -11.2312 -5.4268
H -0.9256 -10.2940 -9.0721
O -4.6751 6.3952 8.1863
C 3.3855 2.4080 0.1906
C 2.6923 -12.4014 -9.7307
I 3.0111 2.4662 -3.0276
H 1.5205 7.4489 7.0313
H -2.2546 6.3187 5.3516
F 3.0434 -13.4452 -10.5364
C -0.5950 -2.3603 3.5265
F -0.3193 -8.3428 -0.8172
H 3.3219 9.9357 7.3029
C 2.9153 9.1649 9.7236
F -1.1855 7.9563 3.3929
C 2.3737 9.3970 7.4159
H 0.1040 -2.2492 4.4632
O -2.8121 5.5386 7.1552
O 1.9427 9.3981 8.7858
C 0.0457 0.1929 2.5186
F -1.7726 -8.7038 -2.4005
H -1.5455 3.5472 -8.3374
H 2.0823 -8.8544 -5.0998
H -3.3258 -7.1388 2.4269
C -1.8894 4.9674 -6.7441
H -1.0528 0.5577 -2.8978
H 1.9871 -6.2545 0.2240
H 1.3564 7.7086 -0.4786
C -3.2163 -2.8940 2.8200
H -2.3428 -2.9014 4.9301
C 0.0372 8.5064 3.6461
H -3.1128 -2.4184 1.7446
H -1.2573 -12.3835 -10.4640
F -3.1186 4.1503 -2.9086
H -0.0600 0.5493 3.6556
H -1.0285 2.9780 -6.7372
H -1.3096 -3.8826 0.7370
H -2.1178 8.6741 6.1124
H -0.9412 5.5061 -6.8571
H -0.5666 -3.3450 -0.9475
N 0.4170 1.2682 1.6001
H 1.0674 -5.6847 -1.3428
H -2.7426 3.0193 -7.1287
H 1.2052 -4.2450 1.6269
H 2.7176 7.9768 5.8226
H 2.2572 -3.2270 -1.3398
H 2.6694 7.8058 0.6935
C -1.3478 4.7353 -4.4365
F -4.4433 4.3768 10.1212
H -1.5585 -2.6496 -3.1802
O -2.3204 4.9685 -5.3743
H 2.7100 0.5660 -0.9839
C 1.1758 -12.2286 -9.6423
C -3.6987 4.2891 8.9828
O 0.1314 -8.8089 -4.3368
F -2.4199 4.0373 9.3863
H 2.5825 -2.3858 0.3152
C 0.5531 -8.7312 -3.0345
H -0.4571 -3.4667 3.1326
F -4.1213 3.1638 8.3373
C 1.1403 7.9290 2.7588
C -0.5500 -8.1538 -2.1472
H 2.0800 5.4777 1.4972
H 3.3174 -4.0963 0.0024
C -1.1535 -10.2344 -10.1414
H -0.5470 -1.5657 -4.4816
C 2.4685 7.9780 6.8875
H -1.1715 7.6271 7.1991
C -0.1477 -1.8270 0.7258
C 1.1448 -10.8107 -5.2654
C -2.2091 -2.2549 3.9462
H 1.1611 -0.4670 -2.1288
H 0.7338 5.4290 0.3666
H -0.6064 -9.3712 -10.5349
F 2.0834 10.5311 11.5148
H 3.2346 7.4076 7.4228
C -0.7376 -11.5035 -10.8612
H 3.1284 1.9386 1.2512
C 0.8529 1.8696 -0.6776
H -2.2265 -10.0572 -10.2568
C -2.1799 7.8622 6.8425
O 2.2641 7.6097 3.1361
H 1.6195 9.9498 6.8458
C -0.2397 -1.3589 2.2775
H -1.0008 -11.4256 -11.9214
C 1.0951 -9.2945 -5.2842
H 1.4929 -11.1824 -4.2961
C 1.7320 5.8495 0.5279
C -1.3424 -1.5878 -3.6229
F 3.3197 -11.3018 -10.2394
H -3.8493 6.8452 5.8874
C 2.3421 -3.4338 -0.1756
C 2.4812 1.7315 -1.0367
F 0.2679 8.3174 4.9761
F -0.1089 9.8519 3.4726
H 4.5191 2.2386 -0.0895
H -2.6436 5.5202 -7.3142
H -4.3251 -2.6294 3.1727
C -0.9732 -0.5301 -2.4217
N 0.2957 -0.8060 -1.6777
C -1.9328 4.8148 -3.0261
C -2.8286 6.6357 6.2288
C 2.3303 9.2444 11.1339
C -3.2106 -5.9727 2.6533
H 1.8178 -11.1861 -6.0415
F -1.1094 4.2883 -2.0760
*
```

Results of the Löwdin charge analysis, in e, for atoms 1 through 8:
1. H 0.050
2. H 0.069
3. C -0.100
4. C -0.066
5. O 0.016
6. F 0.150
7. H 0.084
8. F 0.137



4.
A molecular structure, C42H60AsN6O2Sn in a non-equilibrium geometry. Source: the OMol25 dataset; level of theory: the ωB97M-V functional and the def2-TZVPD basis.

Calculated values
E_LUMO (alpha / beta) in Eh: -0.3770 / -0.3759
HOMO level (alpha / beta) in eV: -14.87 / -14.87

The geometry in ORCA input format:
```
! RIJCOSX wB97M-V def2-TZVPD def2/J DEFGRID3
* xyz 3 1
N 0.6165 -2.8792 5.1646
H 4.5177 -2.0741 6.8227
C 3.4538 4.1916 -3.5555
As -0.2816 -4.9168 -2.0907
H -5.4418 -0.4841 1.4778
C -1.0765 -4.4936 -3.7619
C -3.1473 3.0169 -0.5551
H -5.2199 -0.5466 -2.8279
H 1.9841 -5.3581 -1.1059
O 1.7420 -0.8537 -0.6972
H 5.7376 -3.3014 5.0878
H -0.4283 -3.8151 -4.3085
H -0.4966 -4.2011 3.9953
Sn -0.3110 -1.4960 -1.0105
C 2.3865 2.9599 -1.7933
H 3.7358 5.1317 -4.0098
C 4.6733 -3.2665 4.9940
C -0.3873 -0.4421 2.1224
H 1.5770 6.1177 -2.9159
H 0.7785 5.2064 -1.6486
H 6.6886 -0.0732 -1.0153
C 1.9915 0.3484 -0.9950
H 4.2289 -1.0246 -2.7426
H -0.2175 -4.0469 0.4957
C -1.5624 1.2673 -0.7607
H 2.8253 3.6443 -4.2598
H 4.3729 3.6001 -3.4140
H 3.7474 6.0067 -1.5118
H 3.5818 -0.9065 0.9769
C 0.8671 1.2380 -1.2037
H -1.2192 -7.2069 -1.8737
H -1.0547 3.3535 -0.4794
H 5.4197 -1.8046 -1.6117
H -6.0663 -1.7959 0.4883
C 4.5308 -0.0362 -0.8002
C -5.3433 -0.1427 -0.6689
C 3.4866 2.1742 -1.4059
C -2.2088 5.3660 -0.3540
C -4.3773 4.9436 -1.3990
H -2.5405 6.3818 -0.3541
C -4.1643 0.8291 -0.7242
H 4.5135 -4.3167 3.1398
N 1.6971 -1.8428 6.7008
H -0.1880 0.5867 1.8436
H -4.7045 5.9534 -1.1826
C 3.3406 0.8690 -1.0785
H -3.2143 4.0503 1.8275
C -1.1661 -6.3769 -1.1746
C -0.5878 -2.6019 1.9639
C 1.0753 2.4618 -1.7424
H -5.2913 2.6184 -0.6116
C -6.7102 0.6179 -0.6700
H -1.4755 5.2397 0.4511
H -7.4738 -0.1735 -0.5807
H 2.7964 5.1909 -0.2633
H 6.0888 1.4440 -0.4490
H -4.8507 3.8604 1.2764
H 4.6997 0.3658 1.3965
C 4.4559 -1.2909 -1.7081
H -0.5713 -6.6563 -0.2960
H -1.4389 -3.1669 5.0602
C 2.6515 4.3396 -2.2464
C 3.4307 5.0390 -1.1271
C 2.6104 -2.4651 5.8832
C 1.3931 5.1059 -2.5404
C -5.3077 -1.0458 0.5664
H -3.8558 4.9570 -2.3642
N 0.5510 -2.0531 6.2512
C 3.9735 -3.8403 3.9449
H -1.6818 5.2528 -1.3219
C -5.3231 -1.0680 -1.8951
C -0.5581 -3.1906 4.4299
C -0.5953 -4.0063 1.5040
C 1.6088 -5.0536 -2.1112
H -0.6205 -0.4061 4.3220
H -6.8947 1.1551 -1.5821
H 0.2322 3.0760 -2.1156
C -0.5942 -0.9379 3.3725
H 4.4657 2.6290 -1.3339
C 4.0154 -2.5505 6.0017
C -3.9681 4.4482 1.1404
H -4.5092 -1.7704 -1.7815
H 4.3402 4.4688 -0.8316
H -5.2703 4.3512 -1.5520
C 5.8788 0.6330 -1.1251
C 2.5847 -3.7781 3.8517
N -0.7477 -2.2883 3.2693
H -0.0055 -4.6494 2.1848
H -2.1715 -6.0388 -0.9398
H 0.8080 4.6296 -3.3224
N -0.4181 0.6676 -0.9425
H 2.0639 -4.1213 -2.4453
H 5.3159 -1.2043 0.8306
O -2.5309 -0.8520 -0.6876
H -4.2291 5.4786 1.4168
H 1.8991 -5.8460 -2.8261
H -4.3432 -1.5957 0.6771
C -2.7842 0.3337 -0.7317
C 1.9185 -3.1211 4.8554
H -6.2542 -1.6131 -1.9336
H 3.6924 -2.0496 -1.3598
H 5.9211 1.0376 -2.1560
C -1.8457 2.6312 -0.5790
C -4.3218 2.1429 -0.6284
C 4.5289 -0.4415 0.6789
C -3.4343 4.4540 -0.2826
H -2.0795 -4.0890 -3.6040
H 2.0751 -4.1667 3.0029
H -1.1683 -5.4197 -4.3586
N -0.3786 -1.4992 1.2391
H -1.5970 -4.4206 1.4722
H -6.8646 1.3076 0.1571
*
```

Results of the Löwdin charge analysis, in e, for atoms 1 through 8:
1. N -0.065
2. H 0.122
3. C 0.002
4. As 1.159
5. H 0.093
6. C -0.259
7. C -0.095
8. H 0.092